1.
This record from OMol25 describes a structure of composition C49H128Br3N9O9. The level of theory is the ωB97M-V functional and the def2-TZVPD basis.

Geometry as XYZ:
```
198
Properties=species:S:1:pos:R:3:lowdin_spin:R:1
C -4.39 2.75 4.00 0.258
Br -5.68 4.17 4.61 0.264
Br -2.52 3.31 4.47 0.220
Br -4.42 2.57 2.02 0.181
H -4.61 1.78 4.44 0.015
C -7.87 2.90 0.34 0.001
C -7.79 1.39 0.61 0.001
C -7.28 0.67 -0.68 0.000
C -5.95 1.18 -1.22 0.006
C -5.54 0.68 -2.60 0.000
C -4.14 1.25 -3.05 0.000
H -6.90 3.38 0.34 0.001
H -8.46 3.37 1.13 0.000
H -8.38 3.13 -0.60 0.000
H -7.09 1.21 1.42 0.001
H -8.79 1.02 0.87 0.000
H -8.05 0.66 -1.46 0.000
H -7.29 -0.41 -0.53 0.000
H -6.13 2.24 -1.37 0.001
H -5.12 1.08 -0.51 0.007
H -5.52 -0.41 -2.68 0.000
H -6.27 1.06 -3.31 0.000
H -3.53 1.40 -2.16 0.000
H -3.64 0.57 -3.74 0.000
H -4.32 2.16 -3.62 0.000
C 6.19 -0.67 -7.12 0.000
C 6.30 -0.70 -5.64 0.000
C 5.69 0.52 -4.97 0.000
C 5.46 0.38 -3.42 0.000
C 4.58 1.51 -2.78 0.000
C 4.53 1.62 -1.24 0.000
H 5.16 -0.52 -7.43 0.000
H 6.54 -1.59 -7.58 0.000
H 6.85 0.07 -7.57 0.000
H 5.85 -1.60 -5.23 0.000
H 7.34 -0.77 -5.33 0.000
H 4.73 0.68 -5.46 0.000
H 6.33 1.38 -5.13 0.000
H 5.04 -0.59 -3.16 0.000
H 6.46 0.37 -2.99 0.000
H 4.86 2.47 -3.22 0.000
H 3.58 1.28 -3.13 0.000
H 4.22 0.69 -0.78 0.000
H 5.51 1.91 -0.87 0.000
H 3.88 2.39 -0.83 0.000
C 5.04 3.25 3.41 0.000
C 3.95 2.53 2.57 0.000
C 3.80 1.06 3.08 0.000
O 4.95 0.26 2.80 0.000
C 4.73 -1.12 2.89 0.000
N 2.72 3.24 2.81 0.000
H 4.76 3.36 4.46 0.000
H 5.35 4.20 2.98 0.000
H 5.94 2.65 3.53 0.000
H 4.22 2.57 1.51 0.000
H 2.94 0.63 2.56 0.000
H 3.48 1.05 4.13 0.000
H 3.93 -1.38 2.19 0.000
H 4.44 -1.55 3.85 0.000
H 5.64 -1.61 2.53 0.000
H 2.71 3.41 3.80 0.000
H 1.89 2.69 2.67 0.000
C -1.42 -1.82 -2.44 0.000
C -2.12 -2.97 -3.12 0.000
C -2.77 -2.64 -4.48 0.000
O -3.40 -3.73 -5.12 0.000
C -3.38 -3.60 -6.52 0.000
N -1.14 -4.05 -3.22 0.000
H -1.01 -2.28 -1.54 0.000
H -2.00 -0.92 -2.27 0.000
H -0.54 -1.49 -2.99 0.000
H -2.88 -3.35 -2.43 0.000
H -1.95 -2.25 -5.09 0.000
H -3.53 -1.86 -4.38 0.000
H -3.72 -2.59 -6.78 0.000
H -4.12 -4.32 -6.87 0.000
H -2.45 -3.92 -6.97 0.000
H -1.62 -4.78 -3.73 0.000
H -0.32 -3.78 -3.74 0.000
C 0.82 5.32 -0.31 0.000
C 2.22 5.08 -0.77 0.000
C 2.73 5.97 -1.96 0.000
O 1.92 5.74 -3.15 0.000
C 2.45 6.23 -4.40 0.000
N 3.21 5.13 0.32 0.000
H 0.48 4.54 0.37 0.000
H 0.06 5.32 -1.09 0.000
H 0.83 6.28 0.21 0.000
H 2.24 4.08 -1.19 0.000
H 3.77 5.76 -2.21 0.000
H 2.70 7.03 -1.74 0.000
H 1.97 5.67 -5.21 0.000
H 3.52 6.31 -4.55 0.000
H 2.14 7.27 -4.49 0.000
H 3.11 5.91 0.94 0.000
H 3.14 4.34 0.95 0.000
C 2.03 8.61 1.49 0.000
C 2.03 8.44 3.06 0.000
C 1.76 7.03 3.46 0.000
O 0.34 6.72 3.17 0.001
C -0.04 5.36 3.37 0.007
N 3.34 8.81 3.50 0.000
H 2.04 9.67 1.24 0.000
H 1.05 8.38 1.08 0.000
H 2.82 8.03 1.02 0.000
H 1.29 9.01 3.63 0.000
H 1.92 6.92 4.53 0.000
H 2.44 6.34 2.95 0.000
H -1.00 5.20 2.89 0.001
H -0.11 5.12 4.44 0.008
H 0.61 4.59 2.95 0.001
H 4.08 8.34 3.01 0.000
H 3.46 9.78 3.23 0.000
C -0.43 -8.14 -0.67 0.000
C -1.41 -7.02 -0.25 0.000
C -0.53 -5.99 0.51 0.000
O -1.35 -5.25 1.37 0.000
C -2.23 -4.32 0.74 0.000
N -1.90 -6.42 -1.47 0.000
H 0.26 -8.39 0.14 0.000
H 0.09 -8.02 -1.61 0.000
H -1.04 -9.03 -0.87 0.000
H -2.16 -7.43 0.42 0.000
H 0.00 -5.33 -0.18 0.000
H 0.28 -6.44 1.08 0.000
H -1.83 -3.76 -0.11 0.000
H -2.56 -3.68 1.55 0.000
H -3.06 -4.86 0.29 0.000
H -1.61 -5.47 -1.67 0.000
H -1.67 -6.92 -2.32 0.000
C 1.49 -3.22 1.52 0.000
C 1.27 -3.45 3.05 0.000
C 0.09 -2.63 3.63 0.000
O 0.33 -1.25 3.51 0.000
C 1.09 -0.67 4.56 0.000
N 0.90 -4.85 3.21 0.000
H 0.57 -3.41 0.98 0.000
H 2.23 -3.90 1.09 0.000
H 1.69 -2.16 1.33 0.000
H 2.20 -3.31 3.60 0.000
H -0.12 -3.01 4.63 0.000
H -0.78 -2.87 3.03 0.000
H 0.56 -0.64 5.51 0.000
H 1.40 0.34 4.26 0.000
H 2.00 -1.26 4.67 0.000
H 0.49 -5.01 4.12 0.000
H 0.11 -5.10 2.63 0.000
C 1.26 1.32 0.10 0.000
C -0.13 1.50 0.76 0.000
C -1.03 0.27 0.48 0.000
O -2.35 0.44 0.98 0.004
C -3.27 -0.63 0.81 0.001
N 0.10 1.57 2.23 0.001
H 1.38 0.96 -0.92 0.000
H 1.82 0.62 0.72 0.000
H 1.75 2.29 0.01 0.000
H -0.50 2.44 0.35 0.000
H -0.56 -0.65 0.81 0.000
H -1.10 0.13 -0.60 0.000
H -3.69 -0.66 -0.20 0.000
H -4.07 -0.42 1.52 0.001
H -2.78 -1.59 0.94 0.000
H 0.15 0.66 2.66 0.000
H -0.75 1.94 2.63 0.001
C -7.23 -0.71 4.11 0.003
C -6.74 -1.66 2.97 0.000
C -5.35 -2.17 3.25 0.000
O -4.48 -1.21 3.84 0.005
C -3.32 -1.74 4.41 0.001
N -7.66 -2.67 2.60 0.000
H -6.54 0.13 4.21 0.004
H -7.35 -1.25 5.04 0.000
H -8.21 -0.30 3.86 0.000
H -6.57 -1.06 2.08 0.000
H -4.92 -2.59 2.34 0.000
H -5.54 -3.05 3.86 0.000
H -3.38 -2.71 4.90 0.000
H -2.87 -1.03 5.11 0.001
H -2.61 -1.86 3.59 0.000
H -7.30 -3.04 1.73 0.000
H -8.51 -2.19 2.31 0.000
C 2.97 -6.19 -1.82 0.000
C 3.59 -5.51 -3.08 0.000
C 4.00 -4.10 -2.71 0.000
O 2.84 -3.23 -2.35 0.000
C 2.91 -2.17 -1.45 0.000
N 4.77 -6.28 -3.50 0.000
H 3.72 -6.23 -1.03 0.000
H 2.64 -7.20 -2.07 0.000
H 2.06 -5.62 -1.62 0.000
H 2.89 -5.40 -3.92 0.000
H 4.56 -3.69 -3.55 0.000
H 4.71 -4.09 -1.88 0.000
H 3.54 -2.47 -0.60 0.000
H 1.90 -1.92 -1.12 0.000
H 3.34 -1.26 -1.88 0.000
H 5.33 -5.67 -4.07 0.000
H 5.36 -6.41 -2.69 0.000
```

Output
HOMO (spin up / spin down) = -1.16 / -5.60 eV
⟨S²⟩ = 0.754
spin multiplicity = 2
gap between HOMO and LUMO (spin up / spin down) = 2.93 / 7.37 eV
total energy = -10835.482183 a.u.
total charge = -1



2.
This record from OMol25 describes a cluster of 3 separate species, C18H27Br4ClN2OS in total. The level of theory is the ωB97M-V functional and the def2-TZVPD basis.

Geometry as XYZ:
```
54
Properties=species:S:1:pos:R:3:lowdin_charge:R:1
C 3.79 -1.31 0.33 -0.156
O 3.00 -0.17 -0.16 -0.254
C 3.59 1.13 0.22 -0.222
C 3.10 1.72 1.67 -0.183
C 1.48 1.64 1.94 -0.216
C 0.71 3.12 1.83 -0.156
C -0.84 2.74 1.33 -0.074
C -1.56 1.49 2.10 0.009
C -3.06 1.04 1.62 -0.183
C -3.72 -0.26 2.42 -0.197
C -3.45 -1.58 1.48 -0.607
C -4.83 -1.99 0.63 -0.148
Cl -2.14 -1.30 0.16 0.494
C -3.90 1.78 0.39 0.021
C -3.18 3.07 -0.35 -0.251
N -3.83 3.87 -1.49 -0.267
S -2.51 5.02 -1.81 0.808
N -1.17 4.70 -0.69 -0.272
C -1.65 3.52 0.14 -0.190
H 3.73 -2.17 -0.50 0.062
H 4.93 -1.09 0.48 0.096
H 3.30 -1.74 1.31 0.075
H 4.77 1.07 0.24 0.123
H 3.28 1.92 -0.60 0.137
H 3.41 2.85 1.82 0.120
H 3.61 1.06 2.52 0.115
H 1.22 1.14 2.98 0.109
H 0.99 0.95 1.09 0.121
H 1.20 3.82 1.03 0.113
H 0.71 3.54 2.92 0.118
H -1.02 0.92 2.97 0.101
H -4.87 0.01 2.56 0.120
H -3.28 -0.35 3.52 0.118
H -3.07 -2.45 2.17 0.109
H -4.49 -2.40 -0.42 0.068
H -5.50 -1.03 0.40 0.077
H -5.44 -2.75 1.27 0.085
H -4.97 1.36 0.12 0.092
Br -1.43 0.62 -2.87 0.600
C -1.40 2.02 -4.23 -0.702
C -0.60 1.60 -5.43 -0.700
Br 1.32 1.72 -5.08 0.594
H -1.02 2.93 -3.75 0.031
H -2.45 2.18 -4.50 0.059
H -0.77 2.28 -6.27 0.056
H -0.80 0.57 -5.75 0.051
Br 2.04 -4.47 0.85 0.636
C 2.87 -5.88 -0.21 -0.687
C 4.30 -6.13 0.22 -0.692
Br 5.49 -4.74 -0.44 0.618
H 2.79 -5.59 -1.26 0.056
H 2.25 -6.77 -0.04 0.057
H 4.67 -7.06 -0.20 0.057
H 4.42 -6.16 1.31 0.053
```

Output
HOMO = -7.99 eV
SMILES string = COCCCCc1cc(C[C@@H](C)Cl)cc2nsnc12.BrCCBr.BrCCBr
spin multiplicity = 1
gap between HOMO and LUMO = 6.70 eV
total energy = -12040.781598 a.u.
total charge = 0



3.
This record from OMol25 describes the ion C5H6N with charge +1. The level of theory is the ωB97M-V functional and the def2-TZVPD basis.

Geometry as XYZ:
```
12
Properties=species:S:1:pos:R:3:lowdin_charge:R:1
C -1.27 1.23 1.61 0.350
C 1.29 0.22 -0.37 -0.092
C 0.66 -1.10 -0.10 -0.049
C 0.18 -0.19 -1.19 -0.095
C -0.68 -0.52 -0.04 -0.284
N -0.99 0.39 0.92 0.157
H -1.56 2.03 2.24 0.138
H 1.38 1.12 0.34 0.137
H 2.16 0.36 -0.99 0.115
H 0.83 -2.27 -0.04 0.200
H -0.22 -0.16 -2.21 0.167
H -1.80 -1.12 -0.17 0.256
```

Output
HOMO = -15.01 eV
energy relative to the best compared isomer or geometry (same formula, charge and spin) = 113.9 kcal per mole
SMILES string = C#[N+][C@@H]1[C@@H]2C[C@@H]21
spin multiplicity = 1
gap between HOMO and LUMO = 10.70 eV
total energy = -248.434169 a.u.
total charge = +1



4.
This record from OMol25 describes the ion C7H14N3O with charge +1. The level of theory is the ωB97M-V functional and the def2-TZVPD basis.

Geometry as XYZ:
```
25
Properties=species:S:1:pos:R:3:lowdin_spin:R:1
C -1.51 0.44 -1.29 0.030
C -1.74 -0.87 -0.60 0.019
C 0.26 -1.29 0.76 0.045
C 1.18 0.71 2.25 0.714
C 0.06 0.48 -1.41 0.056
C 0.43 0.25 1.00 0.084
C 0.28 -0.95 -1.54 0.449
N -0.46 -1.53 -0.52 0.063
N 1.19 -1.61 -2.25 0.241
N 0.94 2.20 2.12 0.079
O 0.87 0.82 -0.28 0.065
H -2.02 0.28 -2.17 0.005
H -1.98 1.32 -0.80 0.008
H -2.19 -0.80 0.41 0.003
H -2.57 -1.34 -1.14 0.001
H 1.30 -1.74 0.75 0.002
H -0.17 -2.04 1.47 0.003
H 0.80 0.22 3.12 0.038
H 0.50 1.21 -2.05 0.002
H -0.68 0.72 1.06 0.040
H 1.07 -2.60 -2.27 0.010
H 1.68 -1.33 -3.02 0.012
H 0.00 2.49 2.52 0.016
H 1.07 2.34 1.08 0.006
H 1.70 2.60 2.80 0.011
```

Output
HOMO (spin up / spin down) = -8.61 / -12.09 eV
energy relative to the best compared isomer or geometry (same formula, charge and spin) = 60.5 kcal per mole
⟨S²⟩ = 2.007
spin multiplicity = 3
gap between HOMO and LUMO (spin up / spin down) = 5.05 / 6.30 eV
total energy = -514.153515 a.u.
total charge = +1